A gas-phase ion, C3H10N3O (charge +1) in a non-equilibrium geometry. Source: the OMol25 dataset; level of theory: ωB97M-V with the def2-TZVPD basis set.

```
! wB97M-V def2-TZVPD RIJCOSX def2/J DEFGRID3
* xyz 1 1
C 0.723 0.791 1.664
C -0.545 -1.378 1.049
C 0.634 -0.040 -0.524
N -0.521 0.377 -2.746
N 0.352 -0.320 0.809
N -0.536 0.733 -1.300
O -1.580 0.903 -0.696
H -0.071 1.216 2.291
H 1.345 0.436 2.509
H 1.289 1.578 1.160
H -0.037 -2.263 0.939
H -0.662 -1.287 2.201
H -1.577 -1.342 0.487
H 1.488 0.639 -0.581
H 0.673 -1.037 -0.990
H 0.430 0.265 -3.047
H -1.405 0.729 -3.223
*
```

Values from the calculation:
**Relative energy (zero: lowest compared OMol25 entry of this formula, charge and spin)**: 163.1 kcal/mol
**LUMO (alpha / beta)**: -6.5 / -6.5 eV
**Highest occupied orbital energy (alpha / beta)**: -0.4972 / -0.4972 hartree
**Structure (SMILES)**: CN(C)C[N+](N)=O
**DFT total energy**: -359.379964 Eh

Atomic partial charges in e from the Mulliken method, atoms 1 to 4: -0.9339 -0.8988 -0.7782 -0.4165